Density functional theory data (the ωB97M-V functional and the def2-TZVPD basis) for a cluster of 2 separate species, C3H9N2O2 in total.

Output
- E_LUMO: -2.981 eV
- Total energy: -379.4837 Ha
- Net charge: +1

```
16
Properties=species:S:1:pos:R:3:lowdin_charge:R:1
O -1.15311 -1.78396 -2.47071 0.1176
O -0.52258 -0.09256 -1.19281 0.0437
N 1.11287 2.29520 0.57905 0.2008
N 1.10699 0.21679 1.62836 0.0318
C 0.51438 1.21096 1.02567 -0.1699
C -1.39023 -0.66472 -1.79458 -0.3690
C 0.37542 -0.92309 2.19697 -0.0108
H -2.43690 -0.32666 -1.81136 0.1483
H -0.49992 -1.10593 1.57777 0.0905
H 0.07916 -0.73002 3.22064 0.0974
H 0.61816 2.94240 -0.01223 0.1376
H 1.01328 -1.79610 2.13042 0.1008
H 2.10826 0.24423 1.75851 0.1666
H 2.11474 2.40129 0.62304 0.1380
H -0.55091 1.12598 0.87579 0.1494
H -1.91708 -2.00207 -3.02543 0.1270
```